ORCA calculation (wB97M-V/def2-TZVPD) on C60H45Cl2NP3Se2SiTaTe2 as an isolated structure.

As for the molar mass: 1566.0 g mol⁻¹. For the energy above the lowest of the compared OMol25 structures with the same formula, charge and spin, the calculation gives 186.3 kcal per mole. As for the total energy: -272057.2518 eV. The calculation puts the HOMO energy at -6.35 eV. The calculation puts the LUMO energy at -0.86 eV.

The geometry in XYZ format:
```
117
C60H45Cl2NP3Se2SiTaTe2, DFT wB97M-V/def2-TZVPD
Ta -1.15228 0.10498 -1.07080
C -1.75778 -3.02359 5.59504
C -0.56559 -3.34002 4.96267
C 0.13553 -2.36909 4.25987
C -0.32197 -1.05249 4.22912
C -1.50739 -0.73608 4.89958
C -2.23277 -1.72088 5.55247
P 0.32758 0.18402 3.05020
C 0.77496 1.66083 4.02796
C 0.54393 1.82875 5.38915
C 0.82366 3.04824 5.99254
C 1.32751 4.10329 5.24813
C 1.56530 3.93917 3.88958
C 1.29126 2.72490 3.28493
C 1.96976 -0.49510 2.62585
C 2.92090 -0.79302 3.60410
C 4.12032 -1.38601 3.25248
C 4.36633 -1.71111 1.92334
C 3.43321 -1.39613 0.94843
C 2.22411 -0.77445 1.28169
Si 1.14637 -0.05144 -0.10562
C 1.38989 -1.32838 -1.52062
C 2.49857 -1.27396 -2.37334
C 2.73157 -2.25815 -3.31722
C 1.88010 -3.35586 -3.40932
C 0.78591 -3.45117 -2.57177
C 0.51554 -2.42586 -1.65959
P -0.79668 -2.51968 -0.40157
C -0.14317 -3.95129 0.55765
C 1.14394 -3.86210 1.07920
C 1.73531 -4.94542 1.70638
C 1.03976 -6.14022 1.82186
C -0.25260 -6.22732 1.33040
C -0.85011 -5.14265 0.70276
C -2.39284 -3.25532 -0.93797
C -2.68453 -3.87923 -2.14778
C -3.99141 -4.23454 -2.44911
C -5.01397 -3.98155 -1.54708
C -4.72804 -3.39763 -0.32175
C -3.42231 -3.04684 -0.01542
C 2.09324 1.56906 -0.45003
C 3.43417 1.75563 -0.10373
C 4.07229 2.96778 -0.33049
C 3.37106 4.03970 -0.85829
C 2.02892 3.89490 -1.17365
C 1.40985 2.66427 -0.99175
P -0.31563 2.41194 -1.46644
C -0.81711 3.30441 -2.99828
C -2.17522 3.41705 -3.29952
C -2.58447 3.83099 -4.55758
C -1.64575 4.16531 -5.52405
C -0.29706 4.13198 -5.20844
C 0.11199 3.69708 -3.95479
C -1.04595 3.74556 -0.28466
C -1.37075 5.03351 -0.71992
C -2.07010 5.91117 0.09724
C -2.49632 5.50999 1.35271
C -2.13506 4.25849 1.82847
C -1.38489 3.41171 1.02452
H -2.31528 -3.79481 6.11126
H -0.18705 -4.35462 4.98756
H 1.03389 -2.65023 3.72982
H -1.88281 0.27932 4.89595
H -3.18483 -1.45302 5.99269
H 0.14440 1.01573 5.98084
H 0.63281 3.17783 7.05068
H 1.52783 5.05647 5.72028
H 1.94380 4.76143 3.29583
H 1.46978 2.60066 2.22034
H 2.70959 -0.55826 4.64113
H 4.86459 -1.60197 4.00908
H 5.29406 -2.19533 1.64356
H 3.64731 -1.65271 -0.08162
H 3.17431 -0.43032 -2.29642
H 3.59685 -2.18830 -3.96517
H 2.08776 -4.14917 -4.11652
H 0.15070 -4.32749 -2.60075
H 1.69307 -2.94195 0.99092
H 2.73984 -4.84745 2.09957
H 1.50501 -6.99809 2.29000
H -0.80782 -7.15122 1.43165
H -1.85920 -5.24025 0.32891
H -1.90569 -4.06794 -2.87478
H -4.21019 -4.69727 -3.40314
H -6.03570 -4.22265 -1.80962
H -5.50933 -3.19182 0.39746
H -3.21372 -2.58932 0.94598
H 3.99414 0.95093 0.34972
H 5.11992 3.07613 -0.07743
H 3.86622 4.98989 -1.01474
H 1.45837 4.73484 -1.55119
H -2.92609 3.22451 -2.54402
H -3.64145 3.89688 -4.78203
H -1.96970 4.46327 -6.51323
H 0.44397 4.43395 -5.93819
H 1.16510 3.67924 -3.72001
H -1.07350 5.36086 -1.70839
H -2.30725 6.90271 -0.26976
H -3.09640 6.17249 1.96372
H -2.45945 3.91544 2.80199
H -1.02334 2.48527 1.45683
Se -2.34099 0.19633 0.87828
Te -3.70604 0.79786 2.82955
Te -5.39600 2.37393 -0.42585
Se -3.34741 1.04462 -1.02561
Cl -1.87186 -1.02030 -2.85781
C -0.71307 -0.65706 -4.04983
C -0.72390 -1.31419 -5.26550
C 0.26843 -0.99090 -6.16939
C 1.25170 -0.07748 -5.80300
C 1.23227 0.55566 -4.57910
Cl 2.58590 1.56145 -4.16160
C 0.19456 0.33260 -3.64133
N -0.01602 0.90341 -2.43163
H -1.49910 -2.03369 -5.49353
H 0.29634 -1.46469 -7.14033
H 2.06961 0.13071 -6.47986
```

ORCA calculation (wB97M-V/def2-TZVPD) on C60H49AuN2O2PS2Se as an isolated structure.

As for the molar mass: 1201.1 g mol⁻¹. For the energy above the lowest of the compared OMol25 structures with the same formula, charge and spin, the calculation gives 0.0 kcal per mole. As for the total energy: -170066.8660 eV. The calculation puts the HOMO energy at -14.56 eV. As for the charge: +3. The calculation puts the LUMO energy at -9.79 eV.

The geometry in XYZ format:
```
118
C60H49AuN2O2PS2Se, DFT wB97M-V/def2-TZVPD
Au 0.21181 -0.62327 -0.25036
C 2.93777 6.77270 2.10161
C 2.14304 5.51810 2.30681
C 1.31713 5.03331 1.28353
C 0.55544 3.89688 1.45394
C 0.62263 3.21163 2.66597
C 1.43604 3.66914 3.69454
C 2.19498 4.81818 3.50748
S -0.36440 1.79102 3.01623
O -0.19416 0.78710 1.86677
C -2.00337 2.48353 2.80043
C -2.20600 3.74826 3.40194
C -3.44441 4.31356 3.38508
C -4.53304 3.66083 2.76022
C -5.81774 4.25601 2.71968
C -6.85818 3.61993 2.10856
C -6.65912 2.35937 1.50334
C -5.43240 1.75996 1.52706
C -4.33073 2.39337 2.16336
C -3.03328 1.78855 2.21288
C -2.90297 0.42996 1.60300
C -3.26126 -0.72340 2.36339
C -3.66153 -0.62541 3.71800
C -3.97961 -1.74831 4.42863
C -3.91707 -3.02437 3.82767
C -3.53633 -3.15035 2.52264
C -3.19556 -2.00683 1.76033
C -2.82237 -2.12279 0.40129
C -2.48231 -1.01542 -0.32788
C -2.52010 0.25829 0.30067
S -1.87603 1.64282 -0.60806
O -0.62988 0.98828 -1.30881
C -3.02783 1.84831 -1.92425
C -2.94490 1.11012 -3.09513
C -3.90824 1.31088 -4.06924
C -4.94838 2.22173 -3.88240
C -5.99878 2.42286 -4.93304
C -4.99636 2.95018 -2.69195
C -4.03615 2.78205 -1.71191
H 2.27708 7.60827 1.86921
H 3.62440 6.66245 1.26102
H 3.51541 7.03041 2.98572
H 1.26452 5.57416 0.34702
H -0.09487 3.55172 0.66187
H 1.45253 3.15407 4.64720
H 2.81777 5.18391 4.31328
H -1.38138 4.26982 3.86704
H -3.60397 5.28106 3.84259
H -5.95875 5.22197 3.18676
H -7.83859 4.07513 2.08753
H -7.49099 1.86300 1.02235
H -5.30368 0.79386 1.05902
H -3.72502 0.34776 4.18613
H -4.29468 -1.66138 5.45931
H -4.18265 -3.89925 4.40440
H -3.50316 -4.12300 2.04921
H -2.84219 -3.09897 -0.06775
H -2.29005 -1.08940 -1.39112
H -2.12930 0.41894 -3.25207
H -3.85271 0.75492 -4.99658
H -5.73346 1.92815 -5.86453
H -6.15011 3.48282 -5.13416
H -6.95331 2.01687 -4.59403
H -5.78765 3.67264 -2.54080
H -4.07343 3.36398 -0.79885
C 3.14641 -4.34862 2.32048
N 2.85452 -2.96868 2.68908
C 1.88836 -2.18215 2.20779
Se 0.58917 -2.68841 0.93769
N 1.92806 -0.99613 2.81855
C 2.97788 -0.98974 3.72843
C 3.44961 -0.01914 4.60620
C 4.51619 -0.37940 5.40270
C 5.09605 -1.65904 5.33450
C 4.62892 -2.62266 4.46667
C 3.55644 -2.25396 3.65962
H 2.52609 -4.63438 1.47511
H 2.93978 -5.00167 3.16662
H 4.19618 -4.42775 2.04509
H 1.23533 -0.26718 2.61427
H 3.00115 0.96112 4.66590
H 4.91691 0.33624 6.10661
H 5.92737 -1.89177 5.98468
H 5.07260 -3.60672 4.42240
C 4.57276 -4.45850 -1.84044
C 3.67816 -4.21627 -2.87098
C 2.86064 -3.09672 -2.83235
C 2.93650 -2.22599 -1.74350
C 3.84681 -2.46934 -0.70674
C 4.66188 -3.58092 -0.76242
P 2.01758 -0.70499 -1.69241
C 3.12254 0.57967 -1.12293
C 2.81598 1.43998 -0.07401
C 3.75584 2.37040 0.34362
C 4.98604 2.44812 -0.29216
C 5.28709 1.59913 -1.35153
C 4.36497 0.65461 -1.76443
C 1.23482 -0.33036 -3.23701
C 1.48984 0.88806 -3.86937
C 0.88874 1.15897 -5.08842
C 0.03001 0.23342 -5.66230
C -0.25492 -0.96697 -5.01635
C 0.33367 -1.24699 -3.79862
H 5.22104 -5.32288 -1.88380
H 3.62715 -4.88758 -3.71623
H 2.19757 -2.89735 -3.66017
H 3.93677 -1.77054 0.11750
H 5.38984 -3.76020 0.01688
H 1.84935 1.40598 0.41584
H 3.51983 3.03663 1.16223
H 5.71893 3.17285 0.03570
H 6.24567 1.66465 -1.84661
H 4.61372 -0.02318 -2.57222
H 2.16190 1.60968 -3.42506
H 1.09886 2.09071 -5.59468
H -0.42587 0.44759 -6.61975
H -0.93238 -1.67966 -5.46702
H 0.10132 -2.17572 -3.29017
```

ORCA calculation (wB97M-V/def2-TZVPD) on C60H49N2O7P2SY as an isolated structure.

As for the molar mass: 1093.0 g mol⁻¹. As for the total energy: -110788.2347 eV. The calculation puts the HOMO energy at -8.26 eV. The calculation puts the LUMO energy at -0.38 eV.

The geometry in XYZ format:
```
122
C60H49N2O7P2SY, DFT wB97M-V/def2-TZVPD
Y -0.30680 0.31210 0.07870
O -0.27600 -1.04450 -3.83070
C -0.11780 -0.44150 -2.79000
O -0.21870 -0.96660 -1.60610
C 0.30670 1.07240 -2.74500
O 0.59940 1.67580 -3.75530
O 0.36990 1.54380 -1.54390
C 1.14680 -6.25550 4.02810
C 2.21890 -5.14870 3.99980
C 3.42140 -5.53670 4.86630
C 1.57610 -3.88370 4.53400
C 1.38100 -3.66380 5.89170
C 0.72830 -2.53560 6.36030
C 0.23600 -1.60240 5.47080
C 0.40930 -1.80060 4.10960
P -0.25690 -0.60240 2.89850
C 0.33630 0.86650 3.81510
C 1.71620 1.04300 3.73730
C 2.32720 2.08640 4.40090
C 1.56010 2.96490 5.14920
C 0.18990 2.79210 5.22880
C -0.42810 1.73970 4.57300
C -2.02900 -0.78630 3.29800
C -2.90790 0.23610 2.95070
C -4.27320 0.05160 3.05220
C -4.77270 -1.15280 3.51910
C -3.90610 -2.16740 3.89010
C -2.53950 -1.99290 3.77080
C 1.06990 -2.93610 3.64900
O 1.16020 -3.04210 2.29700
C 2.05250 -3.94920 1.78300
C 2.34290 -3.78570 0.43010
C 3.22720 -4.66230 -0.17720
C 3.82210 -5.66470 0.56540
C 3.52510 -5.80840 1.91050
C 2.63410 -4.95360 2.55040
P 1.45470 -2.42880 -0.47640
C 0.82240 -3.52830 -1.81350
C 1.43000 -3.70150 -3.04900
C 0.77890 -4.39630 -4.05290
C -0.47370 -4.93910 -3.83460
C -1.05410 -4.83790 -2.58220
C -0.40030 -4.15190 -1.57920
C 2.96390 -1.66420 -1.20130
C 4.07380 -1.52820 -0.36130
C 5.20230 -0.84400 -0.77610
C 5.24370 -0.28130 -2.04240
C 4.14560 -0.39510 -2.87840
C 3.00580 -1.06340 -2.45880
H 0.79220 -6.41790 5.04390
H 1.55340 -7.18630 3.63980
H 0.29700 -5.96880 3.40960
H 3.12970 -5.70270 5.89880
H 4.16580 -4.74390 4.84060
H 3.87540 -6.45540 4.51170
H 1.72560 -4.39320 6.60630
H 0.58840 -2.39560 7.42110
H -0.29820 -0.73060 5.81890
H 2.29920 0.34940 3.14280
H 3.39710 2.21430 4.33800
H 2.03800 3.77350 5.68180
H -0.40140 3.46950 5.82450
H -1.49620 1.60180 4.65640
H -2.51850 1.17500 2.58710
H -4.94210 0.84510 2.75230
H -5.83780 -1.30450 3.59270
H -4.29440 -3.10030 4.27390
H -1.87150 -2.79860 4.04340
H 3.44230 -4.55370 -1.23060
H 4.51010 -6.35100 0.09310
H 3.99550 -6.61310 2.45370
H 2.40680 -3.28670 -3.24410
H 1.24530 -4.50150 -5.02110
H -1.00120 -5.43680 -4.63420
H -2.02360 -5.27930 -2.40140
H -0.84280 -4.11000 -0.59190
H 4.04570 -1.96590 0.62810
H 6.04170 -0.73890 -0.10250
H 6.12680 0.24630 -2.37020
H 4.16600 0.05620 -3.85880
H 2.15660 -1.11640 -3.12220
N 2.34440 1.03550 0.30310
C 2.70610 2.29240 0.81270
C 4.01030 2.73060 0.86750
C 4.32410 4.02150 1.31000
C 3.33520 4.86590 1.73100
C 1.99490 4.43620 1.75320
C 0.94760 5.24100 2.23790
C -0.32120 4.73650 2.26070
C -0.53680 3.42750 1.81260
N 0.40270 2.64740 1.33290
C 1.66560 3.13370 1.29570
H 1.83000 1.20650 -0.57830
H 3.17230 0.47970 0.09200
H 4.80740 2.08580 0.52180
H 5.35250 4.35460 1.28010
H 3.55960 5.87350 2.04050
H 1.16550 6.23840 2.58750
H -1.14900 5.32210 2.62450
H -1.52940 3.00370 1.85460
O -1.82310 -1.88780 0.52730
H -1.17740 -2.60800 0.57730
H -2.31060 -2.02000 -0.29960
C -6.70190 7.03470 -0.51850
C -7.51700 7.11840 0.73620
O -8.06170 8.10230 1.14800
S -7.74210 5.58680 1.64470
C -6.46580 4.48700 1.04160
C -5.13430 4.82790 1.24440
C -4.14290 3.95390 0.86200
C -4.45250 2.70070 0.31760
C -5.79400 2.37750 0.10810
C -6.79190 3.26790 0.46360
C -3.36560 1.81970 0.07890
C -2.35660 1.14100 0.03860
H -5.67050 6.76990 -0.30020
H -6.72640 8.00350 -1.01260
H -7.11120 6.27090 -1.17740
H -4.88790 5.77660 1.70290
H -3.10640 4.23040 0.98020
H -6.05670 1.43200 -0.34270
H -7.82940 3.01370 0.30540
```

ORCA calculation (wB97M-V/def2-TZVPD) on a 10-piece molecular cluster, C60H50F10 overall.

As for the molar mass: 961.0 g mol⁻¹. For the energy above the lowest of the compared OMol25 structures with the same formula, charge and spin, the calculation gives 38.1 kcal per mole. As for the total energy: -90203.1457 eV. The SMILES is Fc1ccccc1.Fc1ccccc1.Fc1ccccc1.Fc1ccccc1.Fc1ccccc1.Fc1ccccc1.Fc1ccccc1.Fc1ccccc1.Fc1ccccc1.Fc1ccccc1. The calculation puts the HOMO energy at -8.98 eV. The calculation puts the LUMO energy at 0.59 eV.

The geometry in XYZ format:
```
120
C60H50F10, DFT wB97M-V/def2-TZVPD
F 2.21157 -7.86863 0.60904
C 2.37556 -6.54597 0.24787
C 3.53162 -6.05830 -0.32019
C 3.62707 -4.76757 -0.90495
C 2.50648 -3.87483 -0.75312
C 1.36467 -4.35083 -0.11841
C 1.27363 -5.68226 0.32348
H 4.38155 -6.72465 -0.31541
H 4.51185 -4.46931 -1.44772
H 2.69203 -2.89926 -1.17768
H 0.52420 -3.68053 -0.01487
H 0.37056 -5.99891 0.82406
F 1.58029 -0.96926 -4.18207
C 2.05848 -0.25146 -5.19463
C 2.17157 1.14140 -5.07580
C 2.74460 1.90923 -6.06453
C 3.04069 1.20046 -7.24013
C 2.95091 -0.15955 -7.36652
C 2.47392 -0.88852 -6.33741
H 1.80196 1.66115 -4.20422
H 2.88431 2.95829 -5.84927
H 3.41216 1.75942 -8.08628
H 3.16287 -0.55715 -8.34805
H 2.54960 -1.95839 -6.46406
F 0.32171 -1.59822 -0.95737
C 0.08314 -0.44731 -0.39896
C -0.37797 -0.43744 0.87172
C -0.53094 0.77066 1.53635
C -0.38585 1.93341 0.78482
C 0.06546 1.88903 -0.54020
C 0.32143 0.67241 -1.12127
H -0.50157 -1.40466 1.33606
H -0.72822 0.87749 2.59279
H -0.50961 2.92456 1.19557
H 0.20132 2.86255 -0.98760
H 0.71174 0.71050 -2.12755
F -1.38686 2.74848 4.22227
C -0.27389 2.55085 4.99901
C -0.41638 2.58067 6.41212
C 0.71583 2.13308 7.19481
C 1.95393 2.02431 6.56383
C 2.10029 2.12599 5.21543
C 0.95315 2.29426 4.42093
H -1.38195 2.79767 6.84455
H 0.62441 2.02996 8.26598
H 2.76005 1.71910 7.21453
H 3.06516 2.06403 4.73420
H 1.02910 2.35499 3.34532
F 0.08471 5.30960 -0.69972
C 0.51405 5.63098 -1.91512
C 1.37894 4.80547 -2.67081
C 1.67680 5.06415 -3.97595
C 1.26912 6.28151 -4.50210
C 0.43214 7.13844 -3.77649
C 0.06865 6.80421 -2.50910
H 1.74365 3.89749 -2.21369
H 2.36711 4.49031 -4.57641
H 1.33124 6.40654 -5.57304
H 0.03192 8.02354 -4.24853
H -0.64283 7.36119 -1.91750
F -1.41562 4.45835 -7.37065
C -1.47078 3.75796 -6.23920
C -1.06208 2.43946 -6.26515
C -1.08071 1.60582 -5.17199
C -1.44203 2.19761 -3.96042
C -1.69825 3.59695 -3.92204
C -1.86264 4.34040 -5.07217
H -0.88554 2.02051 -7.24479
H -0.71621 0.58919 -5.17154
H -1.41336 1.67679 -3.01474
H -1.94445 4.05697 -2.97643
H -2.07528 5.39682 -5.14393
F -1.50922 -5.42163 -3.60145
C -1.84936 -4.97622 -2.42089
C -1.90171 -3.57932 -2.28597
C -2.18511 -3.04062 -1.01291
C -2.36869 -3.89424 0.08757
C -2.32840 -5.27259 -0.05512
C -2.08772 -5.80105 -1.31489
H -1.79393 -2.89764 -3.11669
H -2.22390 -1.96469 -0.92761
H -2.57991 -3.43017 1.03964
H -2.54436 -5.90056 0.79659
H -2.12077 -6.87944 -1.26603
F -0.71389 -1.92001 7.76579
C 0.26751 -1.81691 6.84766
C 1.56796 -1.92425 7.29733
C 2.61747 -1.81294 6.39194
C 2.34361 -1.47488 5.05385
C 1.06507 -1.34768 4.63644
C 0.02332 -1.54928 5.53521
H 1.84880 -1.93285 8.34014
H 3.63406 -1.97007 6.72098
H 3.16949 -1.37036 4.36580
H 0.87562 -1.08962 3.60498
H -0.96636 -1.48081 5.10831
F -4.41551 6.89879 0.16635
C -4.19559 5.56819 -0.11314
C -4.77429 4.97473 -1.22163
C -4.61944 3.63118 -1.45439
C -3.88722 2.88741 -0.52393
C -3.15320 3.53530 0.50464
C -3.36298 4.83719 0.74312
H -5.44943 5.57623 -1.81222
H -5.03644 3.09955 -2.29693
H -3.69242 1.82779 -0.59903
H -2.61319 2.95278 1.23640
H -2.87386 5.34762 1.55958
F -0.15022 -3.44775 2.53153
C -0.31875 -4.39427 3.45815
C 0.84643 -4.80498 4.13201
C 0.86202 -5.83597 4.98928
C -0.34857 -6.50505 5.21190
C -1.57179 -5.99421 4.68172
C -1.56486 -4.98297 3.71241
H 1.80427 -4.33730 3.95821
H 1.77995 -6.11329 5.48616
H -0.33777 -7.34326 5.89283
H -2.51325 -6.47291 4.90731
H -2.45762 -4.60811 3.23400
```